This record from the Open Molecules 2025 dataset describes a structure of composition C41H49N8O2PRhS2Se. The level of theory is the ωB97M-V functional and the def2-TZVPD basis.

Results
Spin multiplicity ... 1
Orbital gap (spin up / spin down) ... 3.5 / 3.4 eV
E ... -5829.12683 a.u.
HOMO energy (spin up / spin down) ... -0.5130 / -0.5173 Eh
Net charge ... +3

Structure (XYZ):
```
105
Properties=species:S:1:pos:R:3:forces:R:3
Rh 0.132 0.339 -0.387 0.70 -0.36 0.74
C 1.676 -0.848 -3.720 -0.04 -0.04 0.03
C 2.463 -1.535 -2.643 0.01 0.05 -0.03
C 3.036 -2.782 -2.857 0.00 0.03 -0.01
C 3.859 -3.351 -1.897 -0.03 -0.02 -0.06
C 4.151 -2.665 -0.730 0.00 0.05 0.03
C 3.599 -1.415 -0.472 0.06 -0.03 0.15
C 3.984 -0.670 0.775 -0.04 0.01 0.00
C 2.730 -0.895 -1.429 -0.11 -0.03 -0.09
N 2.029 0.341 -1.157 -0.56 -0.27 -0.28
C 2.578 1.490 -1.291 -0.11 0.26 0.03
C 3.972 1.707 -1.764 -0.01 -0.10 0.06
C 1.696 2.666 -0.981 0.06 0.04 -0.06
C 2.311 4.018 -0.891 -0.02 -0.02 -0.01
N 0.455 2.380 -0.792 0.05 -0.08 0.09
C -0.530 3.410 -0.637 -0.03 0.02 0.09
C -0.757 4.312 -1.682 -0.02 0.02 -0.07
C -0.010 4.276 -2.991 -0.01 0.01 -0.02
C -1.766 5.259 -1.513 -0.04 0.02 0.01
C -2.519 5.309 -0.354 0.04 -0.01 -0.04
C -2.292 4.385 0.658 0.00 -0.04 0.00
C -1.308 3.414 0.529 -0.05 -0.06 0.04
C -1.099 2.404 1.628 0.06 0.21 -0.09
H 1.275 -1.572 -4.426 -0.01 0.00 0.00
H 2.317 -0.155 -4.271 -0.01 0.00 -0.02
H 0.854 -0.269 -3.295 -0.02 0.01 -0.02
H 2.836 -3.300 -3.785 -0.01 -0.01 -0.01
H 4.298 -4.325 -2.073 0.00 0.00 -0.01
H 4.830 -3.097 -0.004 -0.01 0.01 0.00
H 4.024 -1.343 1.631 -0.03 0.06 -0.02
H 3.298 0.145 1.013 0.02 -0.08 0.05
H 4.980 -0.234 0.666 0.02 -0.01 -0.02
H 4.424 0.774 -2.088 0.01 0.01 0.00
H 4.580 2.133 -0.962 -0.02 0.00 0.02
H 3.982 2.424 -2.587 -0.03 0.01 0.00
H 3.158 3.971 -0.202 0.00 0.00 0.01
H 1.603 4.762 -0.538 0.02 -0.01 0.00
H 2.712 4.333 -1.856 0.00 -0.01 0.00
H 0.419 3.296 -3.211 0.00 0.01 -0.01
H 0.802 5.006 -3.008 -0.01 -0.02 0.00
H -0.678 4.544 -3.808 0.01 0.01 0.00
H -1.953 5.969 -2.310 0.00 0.00 0.00
H -3.285 6.064 -0.236 0.00 0.00 0.00
H -2.886 4.417 1.563 0.01 0.01 0.00
H -1.838 2.535 2.417 0.03 -0.01 0.01
H -0.103 2.470 2.069 -0.04 -0.07 -0.02
H -1.225 1.371 1.263 -0.03 -0.14 0.03
C 0.550 -1.993 5.647 0.01 0.14 0.02
N 0.631 -0.549 5.832 0.07 0.04 -0.49
C 1.006 0.367 4.915 -0.17 0.08 0.18
Se 1.594 0.042 3.190 0.04 0.01 -0.58
N 0.944 1.582 5.504 0.11 -0.21 -0.35
C 0.539 1.458 6.815 -0.19 -0.23 0.50
C 0.344 2.392 7.830 0.03 -0.15 -0.20
C -0.065 1.890 9.044 -0.09 -0.27 0.21
C -0.277 0.509 9.251 0.00 0.35 0.12
C -0.084 -0.415 8.252 0.10 0.06 -0.25
C 0.334 0.090 7.020 -0.06 0.39 0.44
H 0.857 -2.233 4.634 0.01 0.02 -0.01
H -0.474 -2.320 5.813 -0.01 -0.01 0.02
H 1.213 -2.482 6.358 0.00 -0.02 0.00
H 1.232 2.430 5.043 0.03 -0.09 0.01
H 0.510 3.450 7.678 0.00 0.01 0.00
H -0.228 2.571 9.868 0.00 -0.02 0.01
H -0.596 0.172 10.228 0.00 0.02 0.00
H -0.242 -1.472 8.417 0.00 -0.01 0.00
C -4.900 0.374 -2.064 -0.04 0.07 0.01
N -3.978 1.401 -2.746 0.04 -0.13 0.01
C -3.696 0.897 -4.171 -0.01 0.05 -0.03
N -3.113 -0.391 -4.116 0.03 0.01 0.11
C -3.999 -1.345 -3.442 0.01 -0.05 -0.06
N -4.295 -0.907 -2.076 0.20 0.08 0.05
C -3.156 -1.035 -1.175 -0.03 -0.17 0.18
P -1.738 -0.013 -1.794 0.33 0.00 -0.41
C -2.698 1.581 -1.982 0.01 0.12 0.18
C -1.745 -0.411 -3.617 0.07 0.02 -0.03
H -5.827 0.375 -2.638 -0.01 -0.01 0.01
H -5.085 0.731 -1.052 0.00 -0.01 0.00
H -4.460 2.301 -2.797 -0.01 0.02 0.01
H -3.041 1.626 -4.646 0.00 -0.01 -0.01
H -4.660 0.872 -4.680 0.01 0.00 -0.01
H -3.527 -2.325 -3.415 0.01 -0.05 0.00
H -4.932 -1.413 -4.001 0.01 -0.01 0.01
H -2.850 -2.077 -1.113 0.01 -0.01 -0.02
H -3.430 -0.694 -0.174 0.01 -0.02 0.01
H -2.095 2.314 -2.518 0.00 0.00 0.01
H -2.945 2.007 -1.006 0.02 0.00 -0.04
H -1.291 -1.379 -3.801 0.00 -0.02 0.03
H -1.155 0.344 -4.140 0.01 -0.01 -0.01
O -2.145 -4.183 -2.932 0.04 0.14 0.05
S -0.732 -3.975 -2.791 -0.04 -0.26 -0.21
O 0.074 -3.813 -3.961 -0.03 0.07 0.04
N -0.546 -2.603 -1.832 0.02 0.24 0.19
C -0.034 -2.916 -0.695 0.04 -0.29 -0.30
S 0.201 -1.739 0.555 -0.38 0.52 0.07
C 0.323 -4.343 -0.498 -0.02 0.13 0.00
C 0.920 -4.964 0.585 0.03 0.03 0.04
C 1.161 -6.331 0.502 0.01 -0.01 0.01
C 0.814 -7.054 -0.634 0.02 -0.02 0.03
C 0.215 -6.434 -1.727 -0.03 0.08 -0.05
C -0.014 -5.080 -1.624 0.00 -0.03 -0.02
H 1.199 -4.400 1.466 0.01 -0.01 0.02
H 1.627 -6.843 1.332 0.00 0.01 0.00
H 1.011 -8.117 -0.670 0.00 0.00 0.00
H -0.056 -6.994 -2.613 0.00 0.00 0.00
```
Positions in Å, forces in eV/Å.

Here are the Mulliken charges for atoms 1 to 2, given in e:
1 Rh -0.517
2 C -1.058



This record from the Open Molecules 2025 dataset describes a cluster of 2 separate species, C4H5NO3 in total. The level of theory is the ωB97M-V functional and the def2-TZVPD basis.

Results
Spin multiplicity ... 1
Orbital gap ... 10.5 eV
E ... -435.72155 a.u.
HOMO energy ... -0.3691 Eh
Net charge ... 0

Structure (XYZ):
```
13
Properties=species:S:1:pos:R:3:forces:R:3
C -2.310 -0.400 -0.123 -2.12 1.35 -1.35
C -0.014 0.003 -0.088 4.03 0.98 -1.60
C 2.338 0.281 -0.469 -0.15 2.98 -6.91
C 2.319 -0.157 0.810 -2.13 -4.89 6.47
H -3.008 -1.195 -1.121 1.90 2.50 3.45
H 2.802 -0.061 -1.550 -0.25 0.71 3.53
H 2.061 1.454 -0.457 0.54 -3.11 -0.71
H 1.662 0.464 1.556 2.20 -0.69 -1.18
H 2.792 -1.132 1.336 -0.50 2.75 -1.42
N 1.214 -0.734 -0.171 0.77 1.46 0.60
O -2.660 0.616 0.473 0.88 -4.10 -2.17
O -1.010 -0.910 -0.109 -1.76 0.95 0.28
O 0.069 1.200 -0.283 -3.42 -0.89 1.01
```
Positions in Å, forces in eV/Å.

Here are the Mulliken charges for atoms 1 to 2, given in e:
1 C 0.212
2 C 0.743



This record from the Open Molecules 2025 dataset describes the ion CH2N2O3S with charge -2. The level of theory is the ωB97M-V functional and the def2-TZVPD basis.

Results
Spin multiplicity ... 1
Orbital gap ... 6.6 eV
SMILES string ... N=[S@H]([O-])=NC(=O)[O-]
E ... -772.63026 a.u.
HOMO energy ... 0.0082 Eh
Net charge ... -2

Structure (XYZ):
```
9
Properties=species:S:1:pos:R:3:forces:R:3
C -0.941 0.803 -1.141 0.28 -1.12 -1.39
N -1.043 0.116 0.075 1.37 -0.43 2.08
N 1.324 -1.314 0.260 -1.41 -0.25 2.97
O -2.024 0.932 -1.759 -0.80 0.56 0.02
O 0.185 1.093 -1.624 0.85 0.53 0.27
O -0.224 -1.018 2.158 -0.70 -0.59 0.04
S 0.210 -0.400 0.904 0.88 0.88 1.01
H 1.532 -0.945 -0.597 0.52 1.28 -3.06
H 0.981 0.732 1.724 -1.00 -0.87 -1.94
```
Positions in Å, forces in eV/Å.

Here are the Mulliken charges for atoms 1 to 2, given in e:
1 C 0.564
2 N -0.317



This record from the Open Molecules 2025 dataset describes a structure of composition C35H34BrIN6O4SeY. The level of theory is the ωB97M-V functional and the def2-TZVPD basis.

Results
Spin multiplicity ... 1
Orbital gap ... 7.4 eV
E ... -7295.00934 a.u.
HOMO energy ... -0.3820 Eh
Net charge ... +1

Structure (XYZ):
```
83
Properties=species:S:1:pos:R:3:forces:R:3
Y 0.576 0.809 -0.269 0.41 -2.89 0.25
O -3.017 5.016 -0.681 -0.05 0.08 0.07
C -2.799 4.574 -1.956 0.02 -0.14 -0.23
C -3.488 5.218 -2.976 -0.06 0.08 0.15
C -3.345 4.797 -4.285 0.01 0.00 0.01
C -2.509 3.730 -4.593 0.01 -0.04 -0.05
C -1.825 3.087 -3.577 0.00 0.04 0.02
C -1.965 3.497 -2.256 0.14 0.00 0.10
C -1.234 2.742 -1.163 -0.78 0.38 -0.03
O -0.221 1.953 -1.606 -1.58 2.31 -2.46
N -2.252 1.903 -0.448 -0.09 0.23 -0.07
N -1.866 0.679 -0.091 -0.29 -0.21 0.07
C -2.712 -0.206 0.286 -0.15 0.35 0.07
C -2.304 -1.502 0.771 0.27 -0.39 0.08
Br -0.480 -1.966 0.320 -0.36 -0.27 -0.02
C -3.020 -2.414 1.436 0.22 0.13 -0.07
C -4.368 -2.230 1.982 -0.29 0.01 0.06
C -4.802 -1.034 2.563 0.18 -0.06 -0.06
C -6.099 -0.909 3.031 0.00 -0.02 0.02
C -6.976 -1.981 2.947 -0.02 0.05 0.02
C -6.540 -3.190 2.424 -0.02 -0.06 0.03
C -5.244 -3.319 1.958 0.02 0.08 -0.11
H -2.326 4.714 -0.084 0.01 -0.05 0.01
H -4.133 6.047 -2.713 0.02 0.01 -0.04
H -3.883 5.311 -5.071 -0.01 -0.01 0.00
H -2.393 3.402 -5.617 -0.01 0.02 0.00
H -1.162 2.258 -3.785 0.01 0.01 -0.01
H -0.854 3.457 -0.404 0.03 0.00 -0.10
H -3.230 2.071 -0.647 -0.05 -0.10 -0.10
H -3.780 -0.008 0.269 -0.07 0.03 0.07
H -2.584 -3.395 1.581 0.07 0.03 0.05
H -4.103 -0.220 2.703 0.04 0.06 -0.09
H -6.419 0.022 3.480 -0.01 -0.01 0.00
H -7.990 -1.878 3.310 0.01 -0.02 0.01
H -7.210 -4.039 2.390 0.00 0.01 -0.02
H -4.909 -4.264 1.546 0.00 0.00 0.00
C -1.918 1.849 3.313 0.07 0.01 -0.01
C -0.919 0.740 3.450 -0.06 -0.01 -0.18
N -1.107 -0.165 4.379 -0.12 0.07 0.03
C -0.208 -1.148 4.548 0.11 -0.04 0.02
C 0.941 -1.260 3.808 0.13 -0.05 -0.06
C 1.889 -2.408 4.060 -0.14 0.02 0.01
O 3.226 -2.005 4.324 0.07 -0.01 -0.05
C 1.158 -0.332 2.760 -0.57 0.46 0.08
C 2.374 -0.358 1.983 0.41 0.16 -0.23
N 2.477 0.137 0.791 1.11 -0.41 0.89
C 3.732 0.176 0.147 0.46 -0.09 -0.08
C 4.641 -0.881 0.220 -0.17 0.03 0.00
C 5.851 -0.827 -0.450 0.03 -0.03 -0.01
C 6.176 0.284 -1.215 0.02 -0.02 -0.03
C 5.284 1.343 -1.308 -0.04 0.00 0.01
C 4.077 1.282 -0.634 -0.32 0.38 0.12
I 2.753 2.946 -0.768 0.93 -0.19 0.04
C 0.188 0.688 2.544 0.31 -0.50 0.81
O 0.281 1.561 1.584 -0.28 1.03 1.92
H -2.796 1.620 3.911 0.00 0.00 0.01
H -2.193 2.005 2.269 -0.02 0.02 0.02
H -1.489 2.787 3.674 -0.01 0.01 -0.04
H -0.437 -1.867 5.327 0.05 0.00 -0.01
H 1.937 -3.046 3.173 0.07 -0.01 0.03
H 1.497 -3.018 4.878 0.00 -0.02 -0.03
H 3.265 -1.592 5.193 -0.04 0.02 0.02
H 3.255 -0.768 2.474 -0.01 -0.07 0.01
H 4.381 -1.756 0.805 0.02 0.00 0.00
H 6.543 -1.655 -0.367 0.00 0.01 -0.02
H 7.123 0.333 -1.735 0.00 0.00 0.00
H 5.526 2.216 -1.899 0.04 0.01 0.03
C 2.159 -3.354 -1.683 -0.20 -0.05 0.15
N 3.029 -2.641 -2.592 0.04 0.03 -0.15
C 4.188 -3.146 -3.144 0.14 0.02 -0.05
C 4.683 -2.195 -3.963 0.09 -0.17 0.06
N 3.824 -1.121 -3.905 -0.10 -0.09 0.08
C 3.969 0.126 -4.633 -0.03 0.23 -0.07
C 2.808 -1.400 -3.064 -0.05 0.20 0.25
Se 1.373 -0.256 -2.718 0.39 -0.53 -1.09
H 2.308 -4.423 -1.810 0.05 0.01 -0.02
H 1.125 -3.107 -1.912 0.02 0.01 -0.03
H 2.369 -3.083 -0.647 0.04 0.03 -0.03
H 4.555 -4.130 -2.914 -0.03 0.01 0.01
H 5.564 -2.207 -4.579 -0.03 0.08 -0.02
H 4.674 -0.014 -5.448 0.02 -0.07 0.02
H 4.326 0.914 -3.971 0.00 -0.05 0.02
H 3.002 0.424 -5.031 0.01 -0.02 -0.02
```
Positions in Å, forces in eV/Å.

Here are the Mulliken charges for atoms 1 to 2, given in e:
1 Y 0.165
2 O -0.644



Calculated relative energy (zero: lowest compared OMol25 entry of this formula, charge and spin) in order - 0.00; 522.35; 148.34; 147.51 kJ/mol